1:
Density functional theory data (wB97M-V/def2-TZVPD) for one molecule with the formula C4H6N2O2.

Summary:
HOMO energy (spin up / spin down) in eV: -7.56 / -9.33

Last column: natural (NBO) charge in e.
Positions of all 14 atoms, in Å:
O 1.48704 -1.10170 1.21366  -0.5468
O 1.20041 -0.71324 -1.42836  -0.6412
N -0.79957 1.62197 0.63189  -0.5413
N -1.66167 -1.28145 -0.61749  -0.5935
C -1.23722 -0.54162 0.30117  0.1949
C 0.97726 -0.00511 1.28071  0.4478
C 0.73063 0.43807 -0.99159  0.1682
C -0.04479 0.53993 0.22317  -0.2175
H 1.12617 0.69174 2.11874  0.1545
H -1.67195 -0.53444 1.29137  0.1943
H 0.88083 1.27108 -1.66954  0.1823
H -1.18038 -1.23879 -1.51206  0.3563
H -1.05148 2.20262 -0.16784  0.3276
H 1.24471 -1.34906 -0.67382  0.5145

2:
Density functional theory data (wB97M-V/def2-TZVPD) for one molecule with the formula C4H6N2O2.

Summary:
HOMO energy in eV: -9.58
SMILES string: O=CN(C=O)N1CC1

Last column: natural (NBO) charge in e.
Positions of all 14 atoms, in Å:
O -0.58464 1.72035 2.28622  -0.5509
O 0.67421 -1.90088 1.70355  -0.5334
N -0.18402 0.79667 -0.28131  -0.2317
N -0.16360 0.03421 0.72792  -0.3450
C 0.47141 -1.30552 0.66596  0.5088
C 0.87442 0.55990 -1.27289  -0.2702
C -0.65525 0.41360 -1.58015  -0.2522
C -0.53813 0.47973 2.00827  0.5225
H -1.37910 1.08799 -2.12338  0.2260
H 1.59970 1.41548 -1.70975  0.2303
H 0.59701 -1.76354 -0.37329  0.1503
H 1.32497 -0.43658 -1.24819  0.1883
H -0.90723 -0.42947 2.82118  0.1739
H -1.12973 -0.67193 -1.62415  0.1833

3:
Density functional theory data (wB97M-V/def2-TZVPD) for C4H6N2O2 as an isolated structure.

Summary:
HOMO energy in eV: -9.39

Last column: natural (NBO) charge in e.
Positions of all 14 atoms, in Å:
O -0.36741 -0.77263 1.14700  -0.6568
O -0.27446 1.39533 1.57354  -0.6377
N 0.08954 -2.53079 -1.83408  -0.2705
N 1.43919 0.14326 -0.12056  -0.8055
C 0.49812 -1.89997 -0.96161  0.2279
C 1.08162 -1.13394 0.12751  0.1870
C -0.37342 0.44001 0.64738  0.8779
C -1.16694 0.79304 -0.58159  -0.7160
H -0.49086 2.26155 1.19858  0.4906
H -2.21776 0.83526 -0.27623  0.2407
H 1.63406 -1.77909 0.81208  0.2226
H -0.85952 1.75340 -0.99429  0.2273
H 2.07153 0.46504 0.60789  0.3555
H -1.06367 0.02955 -1.34561  0.2570

Which structure wins on stability? 3 wins.

1:
Density functional theory data (wB97M-V/def2-TZVPD) for one molecule with the formula C4H6N2O2.

Summary:
HOMO energy in eV: -9.47
SMILES string: CN/N=C/C(=O)C=O

Last column: natural (NBO) charge in e.
Positions of all 14 atoms, in Å:
O -2.39825 0.82837 -1.64757  -0.4715
O -3.22544 2.13191 0.43596  -0.4438
N 1.38846 -0.38041 0.83342  -0.4221
N 0.29024 0.34207 0.51894  -0.1655
C -2.18680 1.55780 0.51449  0.3209
C -0.33346 0.16540 -0.54264  -0.1253
C 1.91611 -1.32925 -0.18604  -0.4687
C -1.63431 0.87572 -0.66027  0.3914
H -1.82989 1.32612 1.62185  0.1288
H 2.86732 -1.84438 0.25430  0.2269
H 1.80952 -0.19500 1.79683  0.4126
H 2.26824 -0.85949 -1.15058  0.2139
H -0.04286 -0.46984 -1.41466  0.1915
H 1.11111 -2.14900 -0.37402  0.2111

2:
Density functional theory data (wB97M-V/def2-TZVPD) for a 2-piece molecular cluster, C4H6N2O2 overall.

Summary:
HOMO energy in eV: -9.70
SMILES string: N#[N+][O-].O=C1CCC1

Last column: natural (NBO) charge in e.
Positions of all 14 atoms, in Å:
O -2.04775 -1.69792 0.07675  -0.5600
O -5.01047 0.27195 -0.26725  -0.3165
N -2.91465 0.85974 0.32266  -0.1385
N -3.94636 0.56481 0.01377  0.4583
C -0.96430 -1.04341 0.02427  0.6126
C 0.34227 0.57287 -0.02702  -0.3787
C 0.06014 -0.58241 1.00678  -0.5192
C -0.38762 -0.30617 -1.12212  -0.5286
H -1.03082 0.29283 -1.82322  0.2403
H 0.80448 -1.28566 1.08039  0.2322
H 0.47871 -0.87738 -1.44914  0.2408
H -0.18213 1.53571 0.13727  0.2171
H 1.38314 0.78447 -0.16406  0.2038
H -0.32533 -0.26671 1.93321  0.2364

3:
Density functional theory data (wB97M-V/def2-TZVPD) for one molecule with the formula C4H6N2O2.

Summary:
HOMO energy in eV: -9.85
SMILES string: [H]/N=C/[C@H]1C[C@H]1[N+](=O)[O-]

Last column: natural (NBO) charge in e.
Positions of all 14 atoms, in Å:
O -1.19481 -1.85755 -0.41786  -0.4067
O -0.55664 -3.06484 1.23828  -0.3504
N -0.64484 -2.01031 0.66551  0.5475
N 1.36888 -1.13196 -1.46263  -0.6325
C 0.47274 -0.30682 -1.18232  0.1564
C 0.36364 0.13715 0.21731  -0.2887
C -1.03896 0.29470 0.74874  -0.3952
C -0.11618 -0.77272 1.29826  -0.1202
H 1.55399 -1.39262 -2.41916  0.3485
H -1.93559 -0.00833 0.14976  0.2654
H -0.02331 0.19547 -1.95489  0.1635
H 1.22369 0.74769 0.43551  0.2574
H -1.20812 1.11450 1.32856  0.2145
H 0.30290 -0.85384 2.21262  0.2404

4:
Density functional theory data (wB97M-V/def2-TZVPD) for one molecule with the formula C4H6N2O2.

Summary:
HOMO energy in eV: -9.53
SMILES string: NC(=O)C(=O)N1CC1

Last column: natural (NBO) charge in e.
Positions of all 14 atoms, in Å:
O -0.03477 1.75658 -0.18266  -0.5607
O -1.34896 -1.51680 -0.46420  -0.5714
N 0.99408 -0.25595 -0.35341  -0.4259
N -2.42473 0.35495 0.37585  -0.7994
C 1.84877 -0.71433 0.79253  -0.2264
C -1.35868 -0.32426 -0.11013  0.5682
C 2.44028 0.09871 -0.24384  -0.2433
C -0.07673 0.53251 -0.10740  0.5774
H 1.90337 -1.77954 0.89321  0.2150
H -2.13444 1.25500 0.64640  0.4074
H 2.76677 1.13028 0.01736  0.2182
H 3.03157 -0.35944 -1.07072  0.2237
H 1.63981 -0.26767 1.79006  0.1985
H -3.24447 -0.14578 0.75447  0.4187

Which structure wins on stability? 4 wins.

1:
Density functional theory data (wB97M-V/def2-TZVPD) for one molecule with the formula C4H6N2O2.

Summary:
HOMO energy in eV: -9.02
SMILES string: N/N=C1\OC=C[C@@H]1O

Last column: natural (NBO) charge in e.
Positions of all 14 atoms, in Å:
O 1.33466 -1.91049 -0.38071  -0.6565
O -0.44143 1.24294 0.12191  -0.4735
N -2.71530 -0.08583 -0.01612  -0.6471
N -1.42665 -0.89651 0.05752  -0.3064
C 1.08237 -0.67714 0.31881  -0.0100
C -0.32265 -0.10546 0.23190  0.4522
C 0.83235 1.63160 -0.15224  0.1408
C 1.75009 0.59699 -0.21052  -0.3404
H -3.41949 -0.84754 -0.47806  0.3507
H 0.76757 2.84705 -0.27267  0.2339
H 0.82048 -2.53313 0.41322  0.4770
H 2.85438 1.13406 -0.02019  0.2443
H 1.39907 -0.80587 1.37933  0.1976
H -2.51543 0.40934 -0.99217  0.3373

2:
Density functional theory data (wB97M-V/def2-TZVPD) for one molecule with the formula C4H6N2O2.

Summary:
HOMO energy in eV: -9.30
SMILES string: O=C/C(=N/O)N1CC1

Last column: natural (NBO) charge in e.
Positions of all 14 atoms, in Å:
O 2.10098 -0.71399 -0.27579  -0.5649
O -2.32172 -0.63612 -0.16044  -0.5159
N 0.98225 -1.33586 0.25578  -0.1189
N 0.18011 0.72466 -0.50895  -0.3971
C 0.04082 -0.53390 -0.02323  0.2372
C -1.28256 -1.19169 0.18399  0.3755
C -0.71623 1.72610 0.02662  -0.2308
C 0.69277 1.75201 0.35721  -0.2313
H -1.22744 -2.25216 0.55271  0.1506
H -1.49224 1.46698 0.73628  0.2091
H 2.85254 -1.06409 0.15672  0.4742
H 0.94935 1.51941 1.37349  0.2018
H -1.12246 2.34988 -0.69470  0.2009
H 1.26086 2.54403 -0.13006  0.2097

3:
Density functional theory data (wB97M-V/def2-TZVPD) for one molecule with the formula C4H6N2O2.

Summary:
HOMO energy in eV: -8.72
SMILES string: O[C@H]1[C@H]2N=CN(O)[C@@H]12

Last column: natural (NBO) charge in e.
Positions of all 14 atoms, in Å:
O -1.29528 1.22496 0.51017  -0.7003
O 1.74459 1.41625 -1.04747  -0.5746
N -0.61416 -1.11767 -1.06244  -0.4187
N 1.28311 0.01687 -0.63190  -0.1862
C 0.36514 -0.59704 -1.64597  0.2839
C -0.55808 -1.10789 0.30813  -0.0912
C 0.68652 -0.15316 0.72852  -0.1621
C -0.75317 0.13704 1.12286  0.0823
H -1.06775 -0.18022 2.13543  0.1988
H 1.45784 -0.55696 1.40964  0.2238
H -0.53142 -2.05662 0.73365  0.2114
H -2.43216 1.21224 0.53373  0.4839
H 0.62221 -0.19720 -2.46595  0.1872
H 1.09260 1.95940 -0.62841  0.4618

Which structure wins on stability? 2 wins.